No. 1
{"formula": "C58H55HfNOS3Sb3", "method": "ωB97M-V/def2-TZVPD", "elements": ["Hf", "C", "C", "C", "Sb", "C", "C", "C", "C", "C", "C", "C", "C", "C", "C", "C", "C", "Sb", "C", "C", "C", "C", "C", "C", "C", "C", "C", "C", "C", "C", "H", "H", "H", "H", "H", "H", "H", "H", "H", "H", "H", "H", "H", "H", "H", "H", "H", "H", "H", "H", "H", "H", "H", "H", "H", "H", "O", "H", "H", "H", "S", "C", "N", "S", "C", "C", "C", "C", "C", "C", "C", "C", "C", "C", "C", "C", "H", "H", "H", "H", "H", "H", "H", "H", "H", "H", "H", "S", "Sb", "C", "C", "C", "C", "C", "C", "C", "C", "C", "C", "C", "C", "C", "C", "C", "C", "C", "C", "H", "H", "H", "H", "H", "H", "H", "H", "H", "H", "H", "H", "H", "H", "H"], "xyz": [[-21.870, -7.232, 5.990], [-24.607, -14.142, 9.461], [-23.191, -13.727, 10.045], [-23.067, -12.817, 11.354], [-21.547, -11.178, 11.242], [-22.564, -9.583, 12.274], [-23.146, -10.020, 13.425], [-23.960, -9.206, 14.275], [-24.148, -7.864, 13.932], [-23.581, -7.387, 12.756], [-22.827, -8.258, 11.899], [-20.243, -11.531, 12.801], [-19.998, -10.334, 13.477], [-19.251, -10.309, 14.615], [-18.678, -11.512, 15.033], [-18.940, -12.726, 14.423], [-19.688, -12.665, 13.262], [-24.982, -13.064, 7.742], [-26.335, -14.004, 6.424], [-27.468, -14.754, 6.736], [-28.208, -15.340, 5.670], [-27.881, -15.075, 4.317], [-26.765, -14.289, 4.064], [-25.998, -13.791, 5.060], [-26.409, -11.501, 8.184], [-27.781, -11.472, 7.827], [-28.641, -10.552, 8.474], [-28.186, -9.706, 9.475], [-26.796, -9.643, 9.671], [-25.965, -10.534, 9.093], [-25.430, -14.026, 10.181], [-24.536, -15.177, 9.107], [-22.580, -13.278, 9.281], [-22.793, -14.736, 10.288], [-22.792, -13.361, 12.260], [-23.967, -12.233, 11.598], [-22.828, -11.013, 13.864], [-24.505, -9.668, 15.148], [-24.756, -7.242, 14.618], [-23.714, -6.343, 12.489], [-22.504, -7.941, 10.859], [-20.503, -9.400, 13.159], [-19.086, -9.368, 15.143], [-18.071, -11.647, 15.943], [-18.614, -13.682, 14.780], [-19.840, -13.678, 12.754], [-27.820, -14.978, 7.726], [-29.037, -15.980, 5.875], [-28.437, -15.558, 3.477], [-26.448, -14.199, 3.035], [-25.011, -13.418, 4.796], [-28.128, -12.322, 7.231], [-29.699, -10.519, 8.135], [-28.797, -8.971, 9.986], [-26.423, -8.952, 10.366], [-24.902, -10.441, 9.327], [-22.790, -9.388, 6.064], [-23.609, -9.337, 5.518], [-22.721, -10.371, 6.035], [-21.018, -6.055, 7.330], [-22.182, -5.589, 9.357], [-21.776, -6.551, 7.958], [-19.829, -6.753, 5.560], [-18.681, -6.366, 6.658], [-17.704, -4.874, 6.341], [-17.219, -4.490, 5.071], [-16.380, -3.410, 4.956], [-16.114, -2.603, 6.069], [-16.729, -2.906, 7.261], [-17.493, -4.079, 7.444], [-17.625, -7.856, 6.601], [-16.857, -8.255, 5.512], [-16.257, -9.506, 5.598], [-16.366, -10.313, 6.735], [-17.132, -9.873, 7.765], [-17.849, -8.656, 7.688], [-19.523, -6.762, 4.613], [-17.404, -5.186, 4.244], [-16.050, -3.014, 4.001], [-15.546, -1.690, 5.971], [-16.595, -2.212, 8.043], [-17.969, -4.353, 8.406], [-16.777, -7.540, 4.714], [-15.619, -9.884, 4.790], [-15.788, -11.231, 6.779], [-17.313, -10.510, 8.607], [-18.583, -8.378, 8.412], [-22.907, -5.910, 4.239], [-24.976, -4.873, 4.384], [-26.376, -5.529, 2.943], [-27.657, -5.956, 3.218], [-28.521, -6.106, 2.147], [-28.099, -5.921, 0.815], [-26.745, -5.684, 0.605], [-25.848, -5.511, 1.661], [-25.667, -5.176, 6.377], [-26.554, -4.262, 6.937], [-27.018, -4.463, 8.214], [-26.357, -5.360, 8.980], [-25.424, -6.250, 8.465], [-25.120, -6.237, 7.120], [-24.817, -2.806, 3.822], [-26.104, -2.378, 3.596], [-26.335, -1.139, 3.025], [-25.283, -0.277, 2.730], [-24.048, -0.674, 3.058], [-23.760, -1.929, 3.607], [-28.040, -6.205, 4.191], [-29.581, -6.317, 2.337], [-28.794, -6.077, -0.016], [-26.371, -5.679, -0.409], [-24.879, -5.219, 1.381], [-27.016, -3.550, 6.269], [-27.835, -3.851, 8.566], [-26.645, -5.473, 9.969], [-24.971, -6.940, 9.161], [-24.370, -6.948, 6.798], [-27.007, -2.950, 3.818], [-27.362, -0.932, 2.833], [-25.463, 0.626, 2.221], [-23.272, 0.023, 2.923], [-22.712, -2.129, 3.693]], "relative_energy_kcal_mol": 0.0, "multiplicity": 2, "s_squared": 0.7775, "charge": 2, "homo_lumo_gap_ev": [5.742, 5.351]}


No. 2
{"formula": "C58H58AlF10NO3P", "method": "ωB97M-V/def2-TZVPD", "elements": ["C", "C", "N", "Al", "C", "C", "F", "P", "O", "O", "O", "H", "H", "H", "H", "H", "H", "H", "H", "H", "H", "H", "H", "H", "F", "C", "C", "C", "C", "C", "C", "H", "H", "H", "H", "H", "F", "C", "C", "C", "C", "C", "C", "H", "H", "H", "H", "H", "F", "C", "C", "C", "C", "C", "C", "H", "H", "H", "H", "H", "F", "C", "C", "C", "C", "C", "C", "H", "H", "H", "H", "H", "F", "C", "C", "C", "C", "C", "C", "H", "H", "H", "H", "H", "F", "C", "C", "C", "C", "C", "C", "H", "H", "H", "H", "H", "F", "C", "C", "C", "C", "C", "C", "H", "H", "H", "H", "H", "F", "C", "C", "C", "C", "C", "C", "H", "H", "H", "H", "H", "F", "C", "C", "C", "C", "C", "C", "H", "H", "H", "H", "H"], "xyz": [[3.742, -0.860, 1.234], [3.655, -0.867, -0.425], [3.282, 0.516, -0.912], [1.393, 0.871, -0.804], [0.330, -0.420, 0.384], [-1.255, -0.551, -0.136], [0.221, 0.130, 1.783], [1.215, 3.131, -0.118], [1.668, 4.024, -1.381], [-0.394, 3.526, 0.443], [2.452, 3.339, 1.139], [4.773, -0.381, 1.596], [3.715, -2.003, 1.562], [2.873, -0.222, 1.694], [2.985, -1.736, -0.853], [4.775, -1.053, -0.791], [3.666, 0.667, -1.893], [0.726, 0.800, -2.260], [0.749, -1.511, 0.444], [-1.349, -1.126, -1.158], [-1.889, -1.181, 0.651], [-1.790, 0.514, -0.171], [-0.424, 4.547, 0.406], [3.336, 3.227, 0.646], [-1.029, 6.005, 0.797], [-0.959, 7.276, 0.379], [-1.714, 8.250, 1.022], [-1.638, 9.575, 0.590], [-0.815, 9.908, -0.488], [-0.065, 8.922, -1.131], [-0.133, 7.600, -0.692], [-2.354, 7.971, 1.853], [-2.218, 10.345, 1.092], [-0.760, 10.940, -0.828], [0.571, 9.183, -1.973], [0.450, 6.822, -1.174], [1.134, -3.561, 2.937], [-0.100, -3.778, 3.409], [-0.793, -4.918, 3.015], [-2.076, -5.147, 3.511], [-2.658, -4.228, 4.387], [-1.957, -3.084, 4.773], [-0.669, -2.861, 4.286], [-0.328, -5.617, 2.327], [-2.623, -6.039, 3.215], [-3.661, -4.405, 4.770], [-2.413, -2.368, 5.452], [-0.106, -1.981, 4.582], [4.936, -2.174, -2.848], [5.632, -3.318, -2.833], [5.206, -4.368, -2.027], [5.928, -5.561, -2.015], [7.075, -5.688, -2.802], [7.498, -4.627, -3.604], [6.769, -3.438, -3.624], [4.318, -4.248, -1.415], [5.599, -6.391, -1.394], [7.641, -6.617, -2.789], [8.393, -4.726, -4.213], [7.078, -2.606, -4.249], [1.392, -0.237, -4.089], [1.763, 0.634, -5.036], [3.082, 0.648, -5.475], [3.468, 1.552, -6.465], [2.531, 2.441, -6.997], [1.210, 2.423, -6.547], [0.822, 1.511, -5.565], [3.798, -0.044, -5.043], [4.495, 1.565, -6.820], [2.833, 3.149, -7.766], [0.483, 3.118, -6.960], [-0.202, 1.478, -5.210], [-1.556, -7.952, 3.584], [-0.467, -8.412, 4.213], [0.106, -7.658, 5.231], [1.237, -8.140, 5.890], [1.790, -9.367, 5.516], [1.210, -10.115, 4.490], [0.073, -9.638, 3.839], [-0.332, -6.703, 5.502], [1.688, -7.561, 6.692], [2.674, -9.740, 6.027], [1.645, -11.068, 4.197], [-0.395, -10.210, 3.045], [-6.464, 5.011, -2.019], [-5.470, 4.519, -1.268], [-5.742, 4.078, 0.022], [-4.708, 3.561, 0.803], [-3.411, 3.501, 0.288], [-3.147, 3.951, -1.007], [-4.183, 4.457, -1.791], [-6.754, 4.141, 0.409], [-4.911, 3.207, 1.811], [-2.604, 3.102, 0.899], [-2.136, 3.907, -1.404], [-3.998, 4.803, -2.803], [-13.233, 4.048, -1.390], [-11.904, 4.062, -1.555], [-11.161, 5.116, -1.035], [-9.776, 5.128, -1.202], [-9.150, 4.091, -1.898], [-9.905, 3.041, -2.421], [-11.288, 3.023, -2.244], [-11.665, 5.917, -0.504], [-9.185, 5.944, -0.792], [-8.071, 4.104, -2.032], [-9.416, 2.237, -2.966], [-11.890, 2.209, -2.637], [3.163, -10.363, 8.134], [3.860, -11.507, 8.149], [3.434, -12.557, 8.956], [4.156, -13.751, 8.967], [5.303, -13.877, 8.180], [5.725, -12.816, 7.378], [4.997, -11.627, 7.358], [2.545, -12.438, 9.567], [3.827, -14.580, 9.588], [5.868, -14.807, 8.193], [6.621, -12.915, 6.769], [5.306, -10.795, 6.733], [1.069, 11.713, -3.490], [0.721, 11.225, -4.689], [-0.584, 10.791, -4.898], [-0.948, 10.288, -6.147], [0.000, 10.216, -7.171], [1.308, 10.650, -6.950], [1.669, 11.163, -5.704], [-1.304, 10.847, -4.089], [-1.967, 9.953, -6.323], [-0.283, 9.820, -8.144], [2.045, 10.589, -7.747], [2.679, 11.513, -5.517]], "charge": -1, "homo_lumo_gap_ev": 6.618}